(1)
{
  "formula": "C18H42BrNO12P2S",
  "method": "wB97M-V/def2-TZVPD",
  "lumo_ev": -2.0,
  "smiles": "C[C@H](Br)C[C@@H]1OS(=O)(=O)O[C@H]1CN.CCOP(=O)(OCC)OCC.CCOP(=O)(OCC)OCC",
  "gap_ev": 7.53,
  "multiplicity": 1,
  "mol_weight_g_mol": 638.4,
  "e_tot_ha": -5323.2992,
  "species": ["C", "C", "Br", "C", "C", "O", "S", "O", "O", "O", "C", "C", "N", "H", "H", "H", "H", "H", "H", "H", "H", "H", "H", "H", "H", "C", "C", "O", "P", "O", "O", "C", "C", "O", "C", "C", "H", "H", "H", "H", "H", "H", "H", "H", "H", "H", "H", "H", "H", "H", "H", "C", "C", "O", "P", "O", "O", "C", "C", "O", "C", "C", "H", "H", "H", "H", "H", "H", "H", "H", "H", "H", "H", "H", "H", "H", "H"],
  "xyz": [[6.475, 4.218, 1.237], [4.993, 3.552, 0.849], [4.989, 3.190, -1.142], [3.738, 4.568, 1.132], [2.425, 3.876, 1.828], [2.493, 2.482, 2.307], [1.367, 1.419, 1.538], [1.834, 0.838, 0.148], [1.083, 0.409, 2.691], [0.202, 2.611, 1.159], [0.979, 3.885, 1.000], [-0.158, 4.995, 1.421], [-0.897, 5.543, 0.192], [7.245, 3.316, 1.285], [6.406, 4.694, 2.329], [6.813, 5.038, 0.441], [4.941, 2.525, 1.406], [4.130, 5.402, 1.869], [3.431, 5.123, 0.124], [2.127, 4.552, 2.766], [1.266, 4.063, -0.121], [-1.001, 4.471, 2.076], [0.262, 5.915, 2.016], [-0.894, 4.826, -0.580], [-1.899, 5.748, 0.416], [1.631, -1.957, 0.521], [1.320, -2.125, -0.955], [2.270, -2.969, -1.578], [2.133, -4.603, -1.334], [0.983, -4.789, -2.354], [3.338, -5.054, -2.394], [3.076, -6.036, -3.387], [2.783, -5.371, -4.721], [3.417, -4.394, -0.193], [3.622, -5.487, 0.688], [4.256, -6.673, -0.014], [1.486, -2.901, 1.055], [0.976, -1.205, 0.972], [2.672, -1.657, 0.669], [0.310, -2.514, -1.101], [1.377, -1.150, -1.452], [2.263, -6.701, -3.078], [3.973, -6.657, -3.482], [1.987, -4.625, -4.641], [2.486, -6.115, -5.467], [3.670, -4.846, -5.087], [2.669, -5.769, 1.148], [4.288, -5.139, 1.484], [3.545, -7.142, -0.700], [4.571, -7.430, 0.710], [5.124, -6.362, -0.605], [-2.359, -0.850, 1.378], [-2.283, 0.434, 0.573], [-3.469, 0.633, -0.173], [-4.808, 1.184, 0.633], [-4.335, 2.658, 0.674], [-5.771, 1.384, -0.715], [-6.436, 2.619, -0.933], [-5.662, 3.467, -1.927], [-5.336, -0.462, 0.586], [-6.414, -0.773, 1.455], [-7.727, -0.195, 0.961], [-3.115, -0.766, 2.164], [-1.397, -1.069, 1.851], [-2.644, -1.693, 0.742], [-2.091, 1.293, 1.220], [-1.457, 0.365, -0.144], [-6.601, 3.150, 0.011], [-7.426, 2.393, -1.345], [-4.616, 3.594, -1.631], [-6.115, 4.458, -2.027], [-5.653, 2.987, -2.910], [-6.184, -0.415, 2.464], [-6.491, -1.864, 1.497], [-7.736, 0.893, 1.067], [-8.568, -0.593, 1.538], [-7.883, -0.422, -0.098]],
  "lowdin_charge": [-0.1722, -0.6686, 0.5834, -0.1727, -0.2279, -0.2365, 0.9108, -0.3170, -0.3030, -0.2458, -0.2179, -0.1898, -0.0489, 0.0894, 0.0894, 0.0894, 0.1060, 0.1227, 0.1173, 0.1643, 0.1616, 0.1380, 0.1243, 0.0742, 0.0733, -0.1007, -0.2985, -0.2291, 0.7446, -0.2248, -0.2419, -0.3207, -0.0769, -0.2128, -0.3150, -0.0844, 0.0723, 0.0223, 0.0883, 0.1062, 0.1134, 0.1019, 0.1137, 0.0730, 0.0762, 0.0773, 0.1094, 0.1198, 0.0654, 0.0792, 0.0892, -0.0717, -0.3086, -0.2274, 0.7469, -0.2338, -0.2393, -0.3183, -0.0756, -0.2101, -0.3131, -0.0828, 0.0668, 0.0657, 0.0873, 0.0940, 0.1205, 0.1020, 0.1153, 0.0684, 0.0770, 0.0789, 0.1097, 0.1210, 0.0654, 0.0805, 0.0900]
}

(2)
{
  "formula": "C18H42ClIO13P4S",
  "method": "wB97M-V/def2-TZVPD",
  "lumo_ev": -0.8,
  "relative_energy_kcal_mol": 44.0,
  "smiles": "O=C(I)CP(CCCCS(=O)(=O)O)#P(O)Cl.CCOP(=O)(OCC)OCC.CCOP(=O)(OCC)OCC",
  "gap_ev": 8.43,
  "multiplicity": 1,
  "mol_weight_g_mol": 784.8,
  "e_tot_ha": -4210.6791,
  "species": ["O", "C", "I", "C", "P", "C", "C", "C", "C", "S", "O", "O", "O", "P", "O", "Cl", "H", "H", "H", "H", "H", "H", "H", "H", "H", "H", "H", "H", "C", "C", "O", "P", "O", "O", "C", "C", "O", "C", "C", "H", "H", "H", "H", "H", "H", "H", "H", "H", "H", "H", "H", "H", "H", "H", "C", "C", "O", "P", "O", "O", "C", "C", "O", "C", "C", "H", "H", "H", "H", "H", "H", "H", "H", "H", "H", "H", "H", "H", "H", "H"],
  "xyz": [[3.218, -1.324, -1.674], [4.176, -1.062, -2.282], [5.338, -2.710, -3.039], [4.533, 0.433, -2.448], [5.643, 0.853, -3.904], [5.087, 0.017, -5.480], [3.593, 0.241, -5.899], [2.555, -0.707, -5.203], [1.629, 0.108, -4.238], [0.027, 0.537, -4.994], [-0.003, 0.332, -6.404], [-0.983, -0.190, -4.268], [-0.238, 2.110, -4.656], [5.344, 3.010, -4.223], [3.707, 3.216, -3.859], [5.689, 3.357, -6.262], [3.618, 1.058, -2.404], [5.105, 0.710, -1.533], [5.700, 0.472, -6.289], [5.343, -1.061, -5.510], [3.549, 0.012, -6.987], [3.303, 1.304, -5.808], [1.915, -1.142, -5.998], [3.075, -1.555, -4.726], [1.417, -0.472, -3.323], [2.132, 1.070, -4.014], [-0.610, 2.165, -3.758], [3.433, 4.101, -4.156], [-3.444, -4.163, 3.464], [-4.452, -3.258, 2.779], [-3.814, -2.312, 1.922], [-3.237, -2.816, 0.468], [-4.511, -2.950, -0.313], [-2.753, -1.349, -0.112], [-3.185, -0.894, -1.399], [-4.378, 0.032, -1.269], [-1.711, -2.991, 1.134], [-0.666, -3.546, 0.305], [-0.113, -2.527, -0.676], [-2.956, -4.822, 2.741], [-3.934, -4.787, 4.214], [-2.661, -3.577, 3.946], [-5.183, -3.842, 2.214], [-4.996, -2.683, 3.530], [-3.401, -1.734, -2.058], [-2.352, -0.349, -1.849], [-5.162, -0.396, -0.643], [-4.799, 0.257, -2.251], [-4.078, 0.971, -0.798], [-1.034, -4.434, -0.215], [0.129, -3.864, 0.981], [-0.790, -2.393, -1.521], [0.845, -2.861, -1.079], [0.020, -1.555, -0.202], [-3.190, 2.991, 6.232], [-1.850, 3.696, 6.109], [-0.824, 2.808, 5.677], [-0.769, 2.367, 4.097], [-0.217, 3.615, 3.468], [0.634, 1.491, 4.139], [1.685, 1.765, 3.216], [2.731, 2.672, 3.834], [-1.604, 0.967, 4.436], [-1.989, 0.122, 3.323], [-0.839, -0.710, 2.792], [-3.563, 2.690, 5.250], [-3.931, 3.647, 6.690], [-3.096, 2.086, 6.833], [-1.920, 4.550, 5.428], [-1.547, 4.075, 7.087], [1.290, 2.185, 2.291], [2.144, 0.807, 2.956], [2.285, 3.554, 4.296], [3.451, 3.000, 3.081], [3.271, 2.144, 4.623], [-2.428, 0.734, 2.531], [-2.769, -0.542, 3.696], [-0.173, -0.104, 2.172], [-1.216, -1.525, 2.166], [-0.242, -1.125, 3.606]],
  "lowdin_charge": [-0.0039, -0.9049, 0.8726, -0.3879, 0.7234, -0.4601, -0.2464, -0.1957, -0.2093, 0.6166, -0.2590, -0.3102, -0.1660, 0.3516, -0.4461, 0.1317, 0.0668, 0.0939, 0.0465, 0.0204, 0.1146, 0.0840, 0.1071, 0.0647, 0.0929, 0.0724, 0.0952, 0.0435, -0.0798, -0.2840, -0.2266, 0.6357, -0.2107, -0.2352, -0.2951, -0.0698, -0.2711, -0.2467, -0.0695, 0.0674, 0.0787, 0.0783, 0.1107, 0.1183, 0.1089, 0.0991, 0.0742, 0.0790, 0.0734, 0.1159, 0.1210, 0.0703, 0.0743, 0.0822, -0.0875, -0.2930, -0.2132, 0.6222, -0.2267, -0.2295, -0.3151, -0.0765, -0.2018, -0.2469, -0.0596, 0.0655, 0.0759, 0.0813, 0.1089, 0.1170, 0.1010, 0.1120, 0.0741, 0.0744, 0.0754, 0.1175, 0.1091, 0.0697, 0.0427, 0.0958]
}

(3)
{
  "formula": "C18H42ClN6O10",
  "method": "wB97M-V/def2-TZVPD",
  "lumo_ev": 2.3,
  "total_charge": -1,
  "relative_energy_kcal_mol": 295.0,
  "gap_ev": 8.06,
  "multiplicity": 1,
  "mol_weight_g_mol": 538.0,
  "e_tot_ha": -2251.6753,
  "species": ["Cl", "O", "O", "O", "O", "C", "C", "O", "N", "C", "H", "H", "H", "H", "H", "H", "H", "C", "C", "O", "N", "C", "H", "H", "H", "H", "H", "H", "H", "C", "C", "O", "N", "C", "H", "H", "H", "H", "H", "H", "H", "C", "C", "O", "N", "C", "H", "H", "H", "H", "H", "H", "H", "C", "C", "O", "N", "C", "H", "H", "H", "H", "H", "H", "H", "C", "C", "O", "N", "C", "H", "H", "H", "H", "H", "H", "H"],
  "xyz": [[0.584, 0.894, -0.224], [0.146, -0.172, 0.577], [1.904, 1.410, 0.167], [0.772, 0.367, -1.554], [-0.455, 1.895, -0.229], [2.429, -0.020, 2.261], [2.659, -1.430, 2.611], [3.760, -1.912, 2.460], [1.655, -2.183, 3.049], [0.261, -1.928, 3.230], [1.388, 0.262, 2.420], [2.674, 0.185, 1.219], [3.014, 0.674, 2.865], [1.951, -3.137, 3.198], [-0.206, -1.569, 2.312], [0.161, -1.130, 3.966], [-0.231, -2.772, 3.713], [-2.301, -0.838, 4.474], [-2.150, 0.275, 3.433], [-3.155, 0.685, 2.824], [-0.923, 0.732, 3.203], [-0.774, 1.704, 2.124], [-1.507, -0.823, 5.221], [-2.242, -1.758, 3.894], [-3.287, -0.891, 4.936], [-0.099, 0.510, 3.744], [-1.184, 1.341, 1.182], [0.241, 1.969, 1.828], [-1.315, 2.600, 2.428], [-0.868, -2.002, -2.324], [-2.214, -1.460, -2.833], [-2.800, -2.185, -3.596], [-2.762, -0.269, -2.582], [-2.181, 0.786, -1.753], [-0.151, -1.215, -2.090], [-0.441, -2.769, -2.969], [-1.057, -2.515, -1.381], [-3.531, -0.077, -3.208], [-2.389, 0.586, -0.702], [-2.660, 1.722, -2.041], [-1.128, 0.804, -2.034], [-4.345, -1.632, -0.389], [-4.244, -0.732, 0.830], [-5.112, 0.001, 1.104], [-3.110, -0.715, 1.525], [-1.832, -1.465, 1.355], [-3.396, -1.909, -0.849], [-4.916, -1.193, -1.207], [-4.830, -2.558, -0.080], [-3.126, 0.086, 2.140], [-1.019, -0.807, 1.660], [-1.548, -1.785, 0.352], [-1.685, -2.345, 1.982], [3.213, 3.397, -0.975], [2.467, 4.385, -1.911], [1.663, 5.154, -1.439], [2.718, 4.376, -3.212], [1.958, 5.121, -4.173], [2.676, 2.448, -0.939], [3.304, 3.692, 0.070], [4.219, 3.187, -1.337], [3.524, 3.915, -3.610], [2.547, 5.988, -4.471], [0.934, 5.356, -3.879], [1.875, 4.485, -5.054], [2.317, -1.958, 0.117], [2.513, -2.500, -1.299], [2.892, -3.615, -1.556], [2.036, -1.611, -2.242], [2.083, -1.692, -3.705], [3.298, -2.080, 0.576], [1.704, -2.586, 0.763], [1.949, -0.933, 0.148], [1.530, -0.846, -1.820], [1.829, -0.726, -4.140], [1.246, -2.254, -4.120], [3.078, -1.997, -4.032]],
  "lowdin_charge": [0.7685, -0.3698, -0.3595, -0.3463, -0.3378, -0.0071, -0.6194, 0.0230, 0.0328, -0.0923, 0.0450, 0.0593, 0.1107, 0.1505, 0.0228, 0.0590, 0.1090, 0.0395, -0.4085, 0.1764, 0.0544, -0.0516, 0.0819, 0.0706, 0.0962, 0.1226, 0.0530, 0.0801, 0.1146, 0.0231, -0.5784, 0.0150, 0.0130, -0.0479, 0.0345, 0.0852, 0.0755, 0.1414, 0.0767, 0.1009, 0.0578, 0.0024, -0.6088, 0.0759, 0.0567, -0.0738, 0.0373, 0.0796, 0.0806, -0.3062, 0.0104, 0.0694, 0.0727, 0.0027, -0.5555, 0.0379, -0.0092, -0.0835, 0.0292, 0.0831, 0.0697, 0.1378, 0.0800, 0.0897, 0.0765, 0.0044, -0.5100, 0.0377, -0.0209, -0.0663, 0.0878, 0.1002, 0.0269, -0.0090, 0.0768, 0.0610, 0.0822]
}